Entry 1:
Here is C50H56Cl4F6N8NiO4 as an isolated structure at a distorted geometry from OMol25. Energies are from ωB97M-V with the def2-TZVPD basis set.

```
129
Properties=species:S:1:pos:R:3:forces:R:3
Ni 0.4336 0.2148 -3.3764 1.0 -0.8 0.8
Cl 1.7837 -6.1647 -1.7060 -0.1 -0.1 0.0
Cl -0.6037 -7.4904 -2.7747 0.0 0.1 0.0
Cl -4.5862 5.9848 -3.1613 -0.1 -0.1 0.0
Cl -1.8813 5.9159 -2.0805 0.2 0.0 0.1
F 1.1686 -1.5895 -0.3484 0.4 0.1 0.0
F -0.3923 -3.0648 -0.3760 -0.1 -0.2 -0.1
F -0.6171 -1.2751 0.8282 0.1 -0.2 0.1
F 4.0900 0.3838 -0.6333 0.3 -0.2 0.0
F 2.1895 1.3501 -0.3662 -0.1 0.0 0.0
F 3.8401 2.4355 -1.2221 0.3 0.5 -0.1
O 1.8898 1.5965 -3.1768 -0.9 0.3 0.2
O 2.3597 -0.5100 -2.6728 0.1 0.2 0.5
O -0.4786 0.3549 -1.4530 0.1 0.3 0.1
O -0.4973 -1.4387 -2.7172 0.2 0.0 -0.3
N 0.9906 -0.5414 -5.1899 -1.0 0.1 -0.1
N 1.3465 7.1055 0.6674 -0.4 0.1 0.0
N -2.2374 -2.5266 3.5668 0.0 -0.5 -0.2
N 0.7595 5.0098 4.2994 0.1 0.6 0.4
N -4.6426 2.0749 3.4944 -0.2 0.1 0.1
N 3.5029 -0.0061 5.1185 0.0 0.0 0.0
N 4.3011 -4.3595 1.2923 0.8 0.0 -0.5
N -4.7265 -1.8211 -1.4033 0.2 0.0 0.5
C 3.2608 5.7275 -0.7936 0.5 0.3 0.2
C 2.1096 -0.1936 -5.8018 0.8 0.6 -0.1
C 3.1486 0.7724 4.0967 0.4 0.4 0.2
C -0.6193 2.6566 -0.7877 -0.1 0.3 -1.1
C 2.7858 0.2904 2.8559 -0.1 -0.3 -0.1
C -5.1009 0.8769 3.1433 -0.1 -0.1 0.2
C -0.8591 -1.0292 -1.4865 -0.6 0.1 -1.3
C 3.4572 -1.3246 4.9371 -0.5 -0.3 0.3
C -0.4884 -1.2428 4.5485 0.2 0.2 0.2
C -6.6562 -2.9637 -3.0478 0.4 0.2 -0.5
C 2.7481 -1.0808 2.6935 -0.5 -0.3 -0.3
C -4.1220 2.8271 2.5376 0.8 -0.1 -0.3
C -5.0055 0.3467 1.8640 0.3 0.0 0.1
C -0.4207 4.5148 4.6480 -0.2 -0.3 -0.5
C 2.0384 5.1531 -0.5286 -0.6 -0.1 -0.4
C -0.9546 -2.2455 3.7122 0.5 0.1 -0.1
C 3.5424 6.9747 -0.2537 0.0 -0.3 0.0
C 1.4147 4.4384 3.3009 -0.4 -0.4 0.0
C 2.5447 7.6309 0.4593 0.4 0.0 -0.3
C -4.3984 1.1184 0.8823 -0.3 0.0 0.2
C 2.0742 -5.5774 2.4245 0.6 0.0 0.6
C 1.9670 -4.7419 1.3316 -0.7 -0.5 -0.3
C 2.8324 0.8415 -2.6153 0.9 -0.1 -1.4
C 0.7640 -2.3678 -6.6937 0.4 -0.3 0.2
C 3.3305 -5.7216 3.0003 0.3 -0.2 -0.2
C -0.1518 -1.7464 -0.3450 -0.4 0.1 0.2
C -2.7679 -0.7216 5.0341 0.0 -0.2 0.1
C -4.4039 -2.3749 -2.5653 0.6 0.1 -0.1
C -5.3169 -2.9482 -3.4189 -0.6 -0.2 -0.3
C 3.0485 -1.9221 3.7542 0.1 0.3 -0.4
C -3.1132 -1.8059 4.2452 -0.4 0.0 -0.1
C -3.9533 2.3825 1.2334 -0.5 0.3 -0.5
C 3.2430 1.2481 -1.2012 -0.7 -0.1 0.4
C 3.1075 -4.1680 0.7760 -1.0 -0.1 0.6
C -1.4174 -0.4575 5.2004 -0.4 0.4 0.2
C 1.9929 -2.0617 -7.2611 -0.1 0.1 0.0
C 3.2764 -1.5866 -2.5084 -0.2 -1.0 0.2
C 0.3076 -1.5952 -5.6450 -0.2 -0.1 0.0
C 2.6685 -0.9288 -6.8279 -0.1 -0.4 -0.1
C -0.9848 3.4089 4.0171 -0.4 0.3 0.4
C -1.0267 1.2341 -0.4902 0.0 1.0 1.0
C 0.0199 -6.1353 -1.8134 -0.1 0.0 -0.2
C -2.9374 5.4123 -3.3952 0.2 -0.1 -0.3
C -6.9998 -2.3806 -1.8478 -0.5 -0.4 0.2
C 2.5982 -2.8473 -3.0092 -0.7 0.1 -0.4
C 0.8877 3.3735 2.5767 0.7 0.4 -0.4
C -0.3556 2.8759 2.9121 0.2 -0.5 0.2
C -6.0002 -1.8662 -1.0398 -0.4 0.4 -0.3
C 4.4163 -5.1507 2.3572 -0.1 0.6 0.4
C 1.0991 5.8927 0.1751 0.3 0.1 0.4
H 2.3835 -1.4829 1.7542 0.2 -0.1 0.0
H -6.2959 -1.3972 -0.1089 0.2 0.0 0.1
H 0.2570 -3.2814 -6.9711 -0.2 0.2 -0.1
H 2.3910 4.8411 3.0574 0.0 0.0 0.0
H -0.9672 3.3409 -0.0147 0.0 -0.1 0.1
H -0.9917 5.0506 5.3990 0.2 -0.1 0.2
H -0.2733 -2.8378 3.1094 0.1 0.0 0.1
H -5.0403 -3.3552 -4.3824 0.3 0.0 0.1
H 3.4952 -1.7442 -1.4522 0.2 0.3 0.0
H -0.6692 1.0175 0.5214 0.1 -0.4 -0.2
H 3.7772 0.8857 -3.2074 0.1 -0.1 0.3
H -5.3385 -0.6611 1.6620 -0.1 0.0 0.0
H 2.9662 -3.5240 -0.0854 0.4 0.0 0.0
H -1.0522 3.0065 -1.7347 -0.1 -0.1 0.1
H 2.1388 -2.6689 -3.9848 0.3 -0.1 -0.1
H -2.1184 1.1824 -0.4398 0.1 -0.4 -0.3
H 3.4824 -6.2739 3.9191 0.0 -0.2 -0.1
H 0.5622 -1.0488 4.7205 0.1 -0.1 -0.3
H -0.6148 -1.8205 -5.1236 0.1 -0.1 0.1
H 0.9991 -4.6161 0.8623 0.1 0.2 0.0
H 2.9336 -2.9896 3.6222 0.2 0.0 0.2
H -4.1405 -2.1393 4.1231 -0.1 0.3 0.1
H 1.5047 3.0040 1.7650 -0.3 -0.2 -0.1
H -1.9509 -1.1206 -1.3656 0.0 0.1 0.7
H 1.2683 -6.1368 2.8827 -0.4 0.3 -0.2
H -4.3106 0.7594 -0.1360 0.0 -0.1 0.0
H 3.1890 1.8425 4.2788 -0.1 0.0 0.0
H 3.2369 -3.7254 -3.0801 0.3 0.2 0.1
H -2.5552 5.8183 -4.3248 0.0 0.2 0.1
H -0.2538 -5.2009 -2.2896 -0.1 0.0 -0.1
H 2.7151 8.6371 0.8296 0.0 -0.1 0.2
H 2.3872 -2.7100 -8.0333 0.1 0.1 0.0
H -3.7109 3.7897 2.8234 -0.2 0.1 0.1
H -2.9272 4.3301 -3.4620 -0.1 0.0 0.2
H -3.6131 3.0608 0.4583 0.3 0.0 0.2
H -5.5736 0.3309 3.9544 0.0 -0.2 -0.2
H -3.3504 -2.3433 -2.8306 0.0 0.0 0.0
H 5.4219 -5.2447 2.7535 0.0 -0.1 0.0
H -1.9069 2.9862 4.4001 -0.1 0.1 -0.2
H 4.5488 7.3567 -0.3677 -0.2 0.4 0.0
H 4.0207 5.2455 -1.3949 -0.1 -0.3 0.1
H -7.3757 -3.3648 -3.7496 -0.2 0.0 0.2
H 1.7713 4.1821 -0.9196 0.1 0.0 0.0
H 0.4500 2.7756 -0.9377 0.0 -0.3 0.3
H 3.6229 -0.6457 -7.2459 0.0 0.1 0.0
H 3.6415 -1.9383 5.8152 0.3 0.1 -0.1
H 2.4965 0.9281 2.0339 0.1 0.2 0.1
H -0.8198 2.0476 2.3874 0.1 0.0 0.0
H -8.0285 -2.3393 -1.5120 0.0 0.0 0.0
H -3.5317 -0.1306 5.5197 0.0 0.0 0.0
H 0.1178 5.4892 0.4019 0.0 0.0 -0.1
H -1.1136 0.3683 5.8336 0.1 -0.1 0.0
H 4.2130 -1.3903 -3.0357 0.0 0.2 -0.1
H -0.4328 -6.2089 -0.8323 0.2 0.0 0.1
H 2.5862 0.7151 -5.4488 0.0 -0.1 0.2
H 1.7563 -3.1015 -2.3662 0.1 0.0 0.1
```
Forces are in eV/Å.

Computed properties:
F_max: 1.65 eV Å⁻¹
Energy relative to the best compared isomer or geometry (same formula, charge and spin): 53.4 kJ/mol
DFT total energy: -6626.14066 Eh
HOMO-LUMO gap (spin up / spin down): 0.3288 / 0.3093 Ha
Spin multiplicity: 3
HOMO level (spin up / spin down): -9.17 / -9.17 eV


Entry 2:
Here is a 2-piece molecular cluster, C2HClF2OS overall at a distorted geometry from OMol25. Energies are from ωB97M-V with the def2-TZVPD basis set.

```
8
Properties=species:S:1:pos:R:3:forces:R:3
Cl 1.0186 -1.4337 1.8341 -0.6 0.9 -1.0
S -1.4709 -0.6951 -0.6658 -1.0 1.2 1.3
F -2.7113 -0.1414 0.2505 0.4 -0.8 -0.7
F 1.7355 1.2434 -0.1775 -0.4 -0.1 0.3
O 1.1321 -0.2096 -1.7183 -1.2 1.1 2.7
C 0.8713 0.3400 -0.6472 3.3 -1.1 -4.1
C -0.3013 0.1811 0.1290 0.7 -2.6 -1.0
H -0.2740 0.7153 0.9952 -1.2 1.4 2.4
```
Forces are in eV/Å.

Computed properties:
F_max: 5.37 eV Å⁻¹
Energy relative to the best compared isomer or geometry (same formula, charge and spin): 246.9 kJ/mol
DFT total energy: -1210.05866 Eh
HOMO-LUMO gap (spin up / spin down): 0.2403 / 0.2851 Ha
Spin multiplicity: 1
HOMO level (spin up / spin down): -9.94 / -10.79 eV


Entry 3:
Here is a 2-piece molecular cluster, C16H17N overall at a distorted geometry from OMol25. Energies are from ωB97M-V with the def2-TZVPD basis set.

```
34
Properties=species:S:1:pos:R:3:forces:R:3
N -1.4434 -0.1854 2.3053 1.1 5.4 -0.8
C -0.2628 0.7289 2.4532 -8.0 1.4 -3.7
C 1.7252 -2.8274 -0.7923 0.2 -0.2 2.0
C -4.3113 1.1983 0.1140 -0.3 1.2 -1.6
C -3.8929 2.5744 0.0613 3.1 -0.6 0.6
C 2.1134 -2.8963 -3.1351 0.8 -0.4 0.4
C -2.3567 0.4105 1.4643 -0.7 5.0 -1.1
C -2.6085 2.8665 0.6212 -1.4 -0.9 1.9
C 3.2240 -2.0991 -3.0201 1.3 0.1 -1.7
C 3.5161 -1.6143 -1.7896 0.8 2.9 2.9
C -0.6233 1.9285 1.8664 1.7 -1.1 2.0
C 4.5123 -0.4499 -1.5795 0.1 0.4 0.4
C -1.9188 1.8466 1.3221 -0.5 -2.1 -0.9
C 0.2561 3.1224 1.9653 0.2 0.9 -0.4
C 1.4857 -3.3868 -2.0278 1.8 3.0 0.8
C 2.7324 -1.8756 -0.6321 -0.1 0.5 -0.7
C -3.6035 0.2090 0.7799 1.0 -1.6 1.9
H -1.2630 -1.0972 2.3280 0.5 -4.5 0.1
H -4.0403 -0.7765 0.9542 -0.2 0.1 -0.7
H 0.5363 0.3874 2.8832 4.4 -1.7 2.5
H -5.1542 0.8675 -0.5607 0.7 0.4 1.3
H 1.1514 -3.2458 0.0650 0.5 0.6 -0.5
H 0.3579 3.5221 2.9885 0.1 -0.3 -0.4
H 5.3943 -0.4779 -2.2633 -0.9 0.3 0.3
H 4.9277 -0.4290 -0.5543 -0.1 -0.5 -0.4
H 3.9493 0.5458 -1.5600 0.8 -1.2 -0.8
H 2.9205 -1.2154 0.2800 -0.4 -1.5 -1.2
H 1.8124 -3.2478 -4.0543 -0.4 -0.9 -2.1
H 0.9617 -4.2266 -2.0667 -2.9 -3.1 -0.5
H -2.2461 3.8791 0.9254 -0.4 -0.6 -1.2
H 3.9585 -1.9181 -3.8784 -1.5 0.0 1.1
H 1.2196 2.9311 1.5067 0.5 -0.3 0.4
H -4.2368 3.4429 -0.4895 -1.1 -0.6 -0.1
H -0.0696 3.9425 1.3336 -0.5 0.2 0.0
```
Forces are in eV/Å.

Computed properties:
F_max: 8.91 eV Å⁻¹
Energy relative to the best compared isomer or geometry (same formula, charge and spin): 313.5 kJ/mol
DFT total energy: -674.53723 Eh
HOMO-LUMO gap: 0.3169 Ha
Spin multiplicity: 1
HOMO level: -7.95 eV


Entry 4:
Here is C37H37CdN10S2 as an isolated structure from OMol25. Energies are from ωB97M-V with the def2-TZVPD basis set.

```
87
Properties=species:S:1:pos:R:3:forces:R:3
Cd -0.0753 -0.2441 0.1148 -0.1 0.0 0.1
S 3.5893 0.2280 -2.8975 0.0 0.0 -0.1
S 0.3699 -2.5668 -1.1558 0.0 0.0 0.1
N -1.1687 1.9371 1.7095 0.0 -0.1 0.0
N 0.4405 -2.4510 -3.9858 0.1 0.0 0.0
N -0.0708 1.3204 -1.5621 0.0 0.0 0.0
N -1.0925 1.2959 -2.4330 0.0 0.0 0.0
N 2.2882 0.2842 1.0673 0.0 0.0 0.0
N 4.2149 -1.5310 -1.0218 0.0 0.0 0.0
N 3.5131 -2.4171 -3.0327 -0.1 0.0 0.0
N 0.2135 -1.4113 1.9741 -0.1 0.1 0.0
N -1.9853 1.0826 2.3655 0.1 0.0 -0.1
N -2.3310 -0.0247 -0.2846 0.1 0.0 0.1
C -5.8212 0.2717 0.9455 0.0 0.0 0.0
C -0.1913 3.2909 -2.6217 0.0 0.0 0.0
C -2.6768 -1.5093 -4.2421 0.0 0.0 0.0
C 3.4121 -3.7686 -2.4964 0.0 -0.1 -0.1
C 3.4406 3.5823 0.3225 0.0 0.0 0.0
C -0.2054 2.2234 2.5734 0.0 0.0 -0.1
C 3.3884 4.8858 0.8034 0.0 0.0 0.0
C 3.4385 1.0834 0.6683 -0.1 0.1 0.1
C 1.4297 -1.3529 2.5841 0.0 0.1 0.0
C -1.9381 -0.3749 -3.9461 0.0 0.0 0.0
C -4.7488 0.0422 0.1060 -0.1 0.0 0.0
C 3.7711 -1.3306 -2.2846 -0.1 0.0 0.1
C 4.3375 -3.9244 -1.3037 0.0 0.0 0.0
C -0.5363 -2.2694 2.6798 0.0 0.0 0.0
C -3.2545 -1.6564 -1.8935 0.0 0.0 0.0
C 0.3801 -2.4586 -2.8254 0.1 0.0 0.0
C 0.1809 -2.7747 3.7694 0.0 0.0 0.0
C -5.6567 0.7157 2.2521 0.0 0.0 0.0
C -3.4016 0.2113 0.5125 0.0 0.1 0.0
C 1.4492 -2.1849 3.7066 0.0 0.0 0.0
C -2.6469 -2.0994 -5.6236 0.0 0.0 0.0
C 3.2532 4.0443 3.0461 0.0 0.0 0.0
C 3.3011 2.7481 2.5613 -0.1 0.0 0.0
C 2.4551 -0.5043 2.0653 0.0 0.0 0.0
C 3.3862 2.5016 1.1929 0.0 0.0 0.0
C -3.3331 -2.1369 -3.1885 0.0 0.0 0.0
C 3.2910 5.1197 2.1655 0.0 0.0 0.0
C -1.1892 2.4656 -3.0895 0.0 0.0 0.0
C 0.4744 2.5203 -1.6603 0.0 0.0 0.0
C -3.2614 0.7254 1.8313 0.0 0.0 -0.1
C 4.0735 -2.7990 -0.3206 0.0 0.0 0.0
C -1.5508 0.8484 3.6220 0.0 -0.1 0.0
C -1.8773 0.1187 -2.6534 0.0 0.0 0.0
C -6.8273 0.9979 3.1562 0.0 0.0 0.0
C -2.5281 -0.5035 -1.5758 0.0 0.0 -0.1
C -4.3514 0.9588 2.6545 0.0 0.0 0.0
C -0.3962 1.5707 3.8027 0.0 -0.1 0.0
H 0.5918 2.8831 2.2720 0.0 0.0 0.0
H 3.4930 1.1038 -0.4227 0.0 0.1 0.0
H -1.6681 -2.5495 -5.8052 0.0 0.0 0.0
H -7.6911 0.3919 2.8780 0.0 0.0 0.0
H -2.0740 0.1651 4.2682 0.0 0.0 0.0
H -1.9589 2.6122 -3.8275 0.0 0.0 0.0
H -4.1595 1.3735 3.6389 0.0 0.0 0.0
H -7.1358 2.0466 3.1093 0.0 0.0 0.0
H 4.1585 -4.8878 -0.8252 0.0 0.0 0.0
H 2.3822 -3.9766 -2.1985 0.0 0.0 0.0
H 2.9531 -2.2141 -3.8487 0.0 0.0 0.0
H -4.9470 -0.2877 -0.9040 0.0 0.0 0.1
H -3.8863 -3.0505 -3.3794 0.0 0.0 0.0
H 0.2358 1.5823 4.6737 0.0 0.0 0.0
H -3.4077 -2.8725 -5.7380 0.0 0.0 0.0
H -3.7347 -2.1961 -1.0871 0.0 0.0 0.0
H 3.0690 -2.8915 0.1059 0.0 0.0 0.0
H -2.8160 -1.3399 -6.3897 0.0 0.0 0.0
H 4.8006 -2.8180 0.4927 0.0 0.0 0.0
H 4.2251 -0.6899 -0.4695 0.1 -0.2 -0.1
H -0.1764 -3.4861 4.4977 0.0 0.0 0.0
H 0.0173 4.3021 -2.9224 0.0 0.0 0.0
H -6.5883 0.7758 4.1979 0.0 0.0 0.0
H -1.3486 0.1085 -4.7168 0.0 0.0 0.0
H 5.3808 -3.8909 -1.6280 0.0 0.0 0.0
H 2.2829 -2.3355 4.3768 0.0 0.0 0.0
H 3.4202 5.7170 0.1101 0.0 0.0 0.0
H 3.6821 -4.4667 -3.2899 0.0 0.0 0.0
H 4.3673 0.6200 1.0382 0.0 0.0 0.1
H 3.2435 1.9125 3.2499 0.0 0.0 0.0
H -6.8238 0.1032 0.5634 0.0 0.0 0.0
H 3.5300 3.3982 -0.7423 0.0 0.0 0.0
H -1.5497 -2.4935 2.3770 0.0 0.0 0.0
H 3.1751 4.2196 4.1119 0.0 0.0 0.0
H 3.2420 6.1334 2.5426 0.0 0.0 0.0
H 3.4313 -0.5595 2.5655 0.0 0.0 0.0
H 1.3079 2.7768 -1.0291 0.0 0.0 0.0
```
Forces are in eV/Å.

Computed properties:
F_max: 0.21 eV Å⁻¹
Energy relative to the best compared isomer or geometry (same formula, charge and spin): 13.5 kJ/mol
Charge: -1
DFT total energy: -2943.96594 Eh
HOMO-LUMO gap: 0.2472 Ha
Spin multiplicity: 1
HOMO level: -4.12 eV